No. 1
{
  "formula": "C44H55N9O6PPbS3",
  "method": "ωB97M-V/def2-TZVPD",
  "species": ["Pb", "O", "C", "C", "C", "C", "C", "C", "C", "O", "N", "N", "C", "C", "C", "C", "C", "C", "N", "H", "H", "H", "H", "H", "H", "H", "H", "H", "H", "C", "N", "C", "C", "N", "C", "C", "C", "C", "C", "C", "C", "C", "C", "N", "C", "N", "C", "C", "N", "C", "C", "C", "N", "C", "C", "H", "H", "H", "H", "H", "H", "H", "H", "H", "H", "H", "H", "H", "H", "H", "H", "H", "H", "H", "H", "H", "H", "H", "H", "H", "H", "H", "H", "H", "H", "C", "C", "O", "P", "S", "S", "O", "C", "C", "H", "H", "H", "H", "H", "H", "H", "H", "H", "H", "O", "C", "O", "C", "C", "C", "C", "S", "C", "C", "H", "H", "H", "H", "H"],
  "xyz": [[-0.00856, -0.92665, -1.31058], [3.84498, 2.10201, 0.27069], [4.81875, 1.19548, 0.05310], [6.12724, 1.52359, 0.40090], [7.14726, 0.61205, 0.22324], [6.89101, -0.63484, -0.33049], [5.61334, -0.94690, -0.74876], [4.56919, -0.04629, -0.55054], [3.20775, -0.34382, -1.04133], [2.18274, 0.01127, -0.38285], [3.18340, -0.83053, -2.26825], [1.99953, -1.07576, -2.78759], [1.83746, -1.06628, -4.06418], [0.54822, -1.32228, -4.63980], [0.38341, -1.22124, -6.02728], [-0.84658, -1.49667, -6.58412], [-1.87878, -1.89168, -5.74569], [-1.63826, -1.94692, -4.37952], [-0.47684, -1.63703, -3.82864], [2.97119, 1.68715, 0.11932], [6.32169, 2.50828, 0.79423], [8.15217, 0.88139, 0.51251], [7.69404, -1.34595, -0.44693], [5.38731, -1.89173, -1.21826], [2.67028, -0.84849, -4.72801], [1.21930, -0.92257, -6.64206], [-0.98611, -1.41269, -7.65138], [-2.84977, -2.13498, -6.14577], [-2.42559, -2.24653, -3.70627], [-4.00396, 2.69564, -1.76024], [-2.73943, 3.05600, -2.34330], [-2.85224, 4.02755, -3.40637], [-1.64143, 2.21587, -2.28850], [-1.71658, 0.92950, -2.10930], [-2.83877, 0.22201, -2.51974], [-3.34533, 0.48940, -3.78400], [-4.43061, -0.20481, -4.31572], [-4.98726, -1.22875, -3.60646], [-4.46688, -1.58979, -2.34486], [-4.99895, -2.71878, -1.69199], [-4.50913, -3.11810, -0.48123], [-3.52611, -2.35923, 0.14451], [-2.99963, -1.21476, -0.43495], [-2.05518, -0.50371, 0.29326], [-2.28999, -0.19694, 1.53471], [-1.30016, 0.06514, 2.41058], [0.02085, -0.48482, 2.23688], [-1.48125, 0.95048, 3.53627], [-3.56272, -0.02951, 2.07054], [-4.69791, 0.30334, 1.25255], [-3.91449, -0.78625, 3.25037], [-3.40283, -0.84470, -1.75451], [-0.45625, 2.86448, -2.39631], [-0.27823, 4.19954, -1.85811], [0.76073, 2.16935, -2.73566], [-4.49106, 3.60627, -1.40675], [-3.82848, 2.03807, -0.91570], [-4.67495, 2.19443, -2.46771], [-3.65148, 3.73168, -4.09641], [-1.92432, 4.08619, -3.96760], [-3.09984, 5.01076, -2.99969], [-2.86669, 1.25259, -4.38306], [-4.80226, 0.06014, -5.29563], [-5.81745, -1.79257, -4.00602], [-5.78596, -3.27064, -2.18273], [-4.89468, -3.99812, 0.01102], [-3.15613, -2.65780, 1.11335], [-0.03095, -1.57281, 2.19087], [0.63281, -0.20275, 3.09095], [0.50320, -0.12245, 1.32679], [-2.42587, 1.47927, 3.44238], [-0.66985, 1.68023, 3.55203], [-1.46641, 0.40209, 4.48313], [-4.36339, 0.84812, 0.37725], [-5.36611, 0.94597, 1.83187], [-5.25867, -0.57863, 0.92335], [-3.02432, -1.17835, 3.72981], [-4.55677, -1.62982, 2.97644], [-4.45658, -0.15823, 3.95953], [-0.31471, 4.96704, -2.63801], [0.69078, 4.25477, -1.36249], [-1.04828, 4.40866, -1.11795], [0.52167, 1.27750, -3.30904], [1.31505, 1.88269, -1.84011], [1.38724, 2.82338, -3.34533], [3.42487, -2.04395, 3.57633], [3.40776, -2.22772, 2.06741], [2.09762, -2.58270, 1.63182], [1.83155, -3.69534, 0.47633], [3.34076, -3.86304, -0.77674], [-0.09046, -3.35384, -0.12975], [1.78626, -5.10638, 1.24414], [0.72062, -5.56324, 2.06890], [0.88234, -5.10840, 3.51174], [4.41591, -1.72395, 3.88521], [3.18024, -2.96960, 4.09078], [2.71212, -1.28029, 3.87295], [4.11970, -3.00123, 1.76496], [3.68358, -1.29351, 1.56776], [0.76582, -6.65498, 2.00715], [-0.23336, -5.21615, 1.65384], [1.82737, -5.46873, 3.91615], [0.06242, -5.50937, 4.10544], [0.87296, -4.02168, 3.56266], [4.29552, 3.30683, 6.56769], [3.04605, 3.74792, 6.30129], [2.46507, 4.42925, 7.10501], [2.47193, 3.37108, 4.99141], [1.42223, 4.15046, 4.49297], [0.88535, 3.89813, 3.25368], [1.36253, 2.83084, 2.47966], [0.70421, 2.53045, 0.91927], [2.36616, 2.00883, 3.00938], [2.92335, 2.28523, 4.23600], [4.68642, 2.83788, 5.81917], [1.05551, 4.96820, 5.09570], [0.08397, 4.51004, 2.86520], [2.70530, 1.15852, 2.43933], [3.69676, 1.62325, 4.60848]],
  "nbo_charge": [1.431, -0.712, 0.319, -0.289, -0.183, -0.260, -0.149, -0.147, 0.604, -0.820, -0.425, -0.285, -0.007, 0.161, -0.237, -0.156, -0.257, 0.085, -0.501, 0.518, 0.216, 0.209, 0.213, 0.246, 0.194, 0.222, 0.220, 0.224, 0.209, -0.401, -0.459, -0.406, 0.665, -0.663, 0.171, -0.275, -0.219, -0.182, -0.090, -0.166, -0.208, -0.257, 0.154, -0.659, 0.666, -0.430, -0.414, -0.406, -0.469, -0.403, -0.406, -0.071, -0.429, -0.410, -0.397, 0.201, 0.212, 0.200, 0.193, 0.217, 0.197, 0.212, 0.216, 0.208, 0.204, 0.218, 0.221, 0.242, 0.207, 0.216, 0.223, 0.204, 0.190, 0.212, 0.199, 0.198, 0.216, 0.192, 0.196, 0.190, 0.215, 0.224, 0.218, 0.213, 0.206, -0.623, -0.067, -0.862, 1.679, -0.620, -0.769, -0.832, -0.063, -0.634, 0.212, 0.213, 0.193, 0.207, 0.188, 0.184, 0.193, 0.210, 0.208, 0.212, -0.660, 0.762, -0.546, -0.134, -0.172, -0.174, -0.267, 0.143, -0.099, -0.223, 0.487, 0.244, 0.229, 0.232, 0.213],
  "gap_ev": [6.967, 4.443],
  "multiplicity": 2,
  "homo_energy_ha": [-0.2641, -0.2640],
  "charge": 0
}

---

No. 2
{
  "formula": "C29H26BCl7N11O3Ta",
  "method": "ωB97M-V/def2-TZVPD",
  "species": ["Ta", "C", "C", "C", "C", "N", "N", "B", "N", "C", "C", "C", "C", "N", "N", "C", "C", "C", "C", "N", "N", "C", "C", "C", "C", "N", "H", "H", "H", "H", "H", "H", "H", "H", "H", "H", "H", "H", "H", "H", "H", "H", "H", "H", "H", "H", "Cl", "C", "C", "Cl", "C", "Cl", "C", "O", "C", "Cl", "C", "Cl", "N", "N", "C", "O", "O", "H", "H", "H", "Cl", "C", "C", "C", "C", "C", "Cl", "C", "N", "H", "H", "H"],
  "xyz": [[0.39635, 0.34971, 0.61642], [-2.14336, 1.34828, 3.02138], [-1.77974, -0.09264, 2.94682], [-2.31856, -1.16283, 3.64914], [-1.61758, -2.27981, 3.22944], [-0.70886, -1.90463, 2.32850], [-0.80003, -0.55996, 2.14353], [0.35212, -2.78946, 1.60048], [0.07615, -2.74605, 0.08987], [-0.44678, -3.68582, -0.70054], [-0.43706, -3.22376, -1.99368], [0.11241, -1.94621, -1.94021], [0.43638, -1.15958, -3.16480], [0.42456, -1.62957, -0.65886], [1.76425, -2.16936, 1.80048], [2.92514, -2.79168, 2.01780], [3.93793, -1.85487, 2.01472], [3.31660, -0.63749, 1.76021], [3.97892, 0.69847, 1.78588], [1.99270, -0.84306, 1.59833], [0.31139, -4.15007, 2.25288], [0.77013, -4.44736, 3.50146], [0.24161, -5.65192, 3.87033], [-0.57592, -6.03608, 2.78106], [-1.41002, -7.26567, 2.63867], [-0.54024, -5.12405, 1.82803], [-2.80109, 1.51300, 3.87152], [-2.65228, 1.66541, 2.11217], [-1.25260, 1.96728, 3.13709], [-3.11497, -1.12491, 4.37109], [-1.70884, -3.31513, 3.51586], [-0.76755, -4.61929, -0.27161], [-0.75544, -3.74629, -2.87905], [-0.19325, -1.51537, -3.97911], [1.47776, -1.33455, -3.44049], [0.28606, -0.09835, -3.05229], [2.95829, -3.85660, 2.17089], [4.98592, -2.02312, 2.18937], [5.03331, 0.58421, 1.54184], [3.90652, 1.12895, 2.78611], [3.54478, 1.41901, 1.09797], [1.42121, -3.77814, 4.03967], [0.41835, -6.19053, 4.78550], [-0.88394, -8.13866, 3.02259], [-1.65494, -7.43591, 1.59239], [-2.34270, -7.16982, 3.19650], [-6.95969, -3.15023, -3.45458], [-5.56869, -2.22409, -3.16383], [-4.96034, -2.26102, -1.88472], [-5.63619, -3.24410, -0.65414], [-3.83941, -1.51564, -1.64150], [-3.06280, -1.53129, -0.12531], [-3.23736, -0.67836, -2.67623], [-2.22272, -0.02177, -2.47357], [-3.90387, -0.67994, -3.97654], [-3.20357, 0.28566, -5.18499], [-5.02991, -1.42918, -4.20221], [-5.78908, -1.41450, -5.73712], [2.66999, 0.87032, -2.10358], [0.29245, 1.28526, -1.34188], [-0.92461, 2.01282, -0.90361], [-1.34589, 3.00570, -1.40068], [-1.37625, 1.27833, 0.08410], [2.10381, 1.37387, -0.05958], [3.64086, 1.17967, -2.16214], [1.71984, 2.71963, -2.49954], [1.80073, 1.94127, -1.38500], [1.65475, 3.42846, -0.37725], [1.96984, 4.65423, -0.92470], [1.93558, 5.74464, -0.07513], [1.63253, 5.57359, 1.27669], [1.33741, 4.32818, 1.79820], [0.95510, 4.12912, 3.46373], [1.33272, 3.19555, 0.96987], [0.95208, 1.93817, 1.32903], [2.20666, 4.76290, -1.97777], [2.13668, 6.73536, -0.45657], [1.61427, 6.42994, 1.93686]],
  "mulliken_spin": [0.000, 0.001, 0.000, 0.000, 0.001, 0.001, -0.001, -0.002, -0.003, -0.002, 0.000, 0.004, -0.006, 0.004, 0.000, 0.000, 0.000, 0.000, 0.000, 0.000, 0.001, 0.000, 0.000, 0.000, 0.000, 0.000, 0.000, 0.000, 0.000, 0.000, 0.000, 0.001, 0.003, 0.003, 0.000, -0.001, 0.000, 0.000, 0.000, 0.000, 0.000, 0.000, 0.000, 0.000, 0.000, 0.000, 0.066, 0.291, -0.078, -0.010, 0.197, 0.033, 0.056, 0.312, 0.191, 0.041, -0.089, -0.011, 0.000, 0.000, -0.002, 0.001, 0.001, 0.000, 0.000, 0.000, 0.000, 0.000, 0.000, 0.000, 0.000, 0.000, 0.000, 0.000, 0.000, 0.000, 0.000, 0.000],
  "gap_ev": [6.969, 6.809],
  "multiplicity": 2,
  "homo_energy_ha": [-0.3965, -0.4190],
  "relative_energy_ev": 13.869,
  "charge": 1
}

---

No. 3
{
  "formula": "CH4NOS2",
  "method": "ωB97M-V/def2-TZVPD",
  "species": ["C", "N", "O", "S", "S", "H", "H", "H", "H"],
  "xyz": [[-1.53010, -0.49398, -0.07474], [1.41964, 0.17138, 0.03186], [-0.67364, -1.32349, -0.15869], [-1.67197, 1.23515, -0.00898], [-3.20245, -0.25191, 0.08896], [2.37094, -0.20328, -0.06030], [1.26987, 0.88265, -0.69109], [0.70404, -0.61869, -0.08356], [1.31365, 0.60217, 0.95653]],
  "nbo_charge": [0.125, -0.900, -0.556, 0.173, 0.364, 0.447, 0.444, 0.460, 0.444],
  "gap_ev": [7.712, 8.016],
  "multiplicity": 3,
  "homo_energy_ha": [-0.4230, -0.5521],
  "relative_energy_ev": 0.000,
  "charge": 1
}

---

No. 4
{
  "formula": "C28H62B3N7O14",
  "method": "ωB97M-V/def2-TZVPD",
  "species": ["C", "C", "O", "O", "C", "C", "B", "O", "B", "O", "B", "C", "C", "O", "C", "O", "O", "H", "H", "H", "H", "H", "H", "H", "H", "H", "H", "H", "H", "H", "C", "C", "O", "N", "C", "H", "H", "H", "H", "H", "H", "H", "C", "C", "O", "N", "C", "H", "H", "H", "H", "H", "H", "H", "C", "C", "O", "N", "C", "H", "H", "H", "H", "H", "H", "H", "C", "C", "O", "N", "C", "H", "H", "H", "H", "H", "H", "H", "C", "C", "O", "N", "C", "H", "H", "H", "H", "H", "H", "H", "C", "C", "O", "N", "C", "H", "H", "H", "H", "H", "H", "H", "C", "C", "O", "N", "C", "H", "H", "H", "H", "H", "H", "H"],
  "xyz": [[2.23620, -0.30820, -2.02941], [2.27334, 0.97392, -2.80338], [3.14136, 1.80572, -2.63999], [1.26702, 1.17145, -3.71483], [0.38033, 2.23904, -3.36841], [-1.05815, 1.70323, -3.47921], [-2.02008, 2.14554, -2.32561], [-2.71284, 3.34293, -2.26573], [-3.91173, 3.16711, -1.60701], [-4.52207, 1.92612, -1.53383], [-3.61349, 0.88430, -1.41920], [-3.97589, -0.64243, -1.54088], [-4.77540, -0.89471, -2.81085], [-4.06410, -0.40417, -3.96575], [-3.07067, -1.19248, -4.37414], [-2.80279, -2.29256, -3.93120], [-2.27934, 1.26502, -1.27015], [2.10673, -0.05489, -0.98262], [3.19052, -0.79495, -2.17001], [1.41797, -0.93467, -2.35223], [0.56905, 2.56658, -2.35262], [0.52281, 3.05138, -4.06810], [-1.50909, 1.91561, -4.44564], [-0.97569, 0.62406, -3.41044], [-4.40918, 4.12644, -1.11628], [-4.46009, -1.06286, -0.67020], [-3.03601, -1.16943, -1.67347], [-5.02941, -1.94074, -2.91070], [-5.70060, -0.33431, -2.77074], [-2.44511, -0.76330, -5.15992], [4.26390, -2.77582, -4.86234], [4.43853, -3.11180, -3.40120], [3.62006, -2.77010, -2.55726], [5.54460, -3.81243, -3.04147], [6.61498, -4.29754, -3.89250], [3.34068, -2.22054, -4.99290], [5.09324, -2.16194, -5.21604], [4.20607, -3.68504, -5.46116], [5.59775, -4.00164, -2.05366], [6.68499, -5.38402, -3.81768], [7.56606, -3.86742, -3.57434], [6.43777, -4.02836, -4.92722], [-1.29363, -0.98713, 1.34403], [-2.64539, -1.01149, 2.02173], [-3.63427, -0.53756, 1.47485], [-2.70523, -1.57920, 3.24508], [-1.59568, -2.17885, 3.97188], [-1.39904, -0.50368, 0.37687], [-0.57352, -0.42684, 1.94188], [-0.92484, -2.00275, 1.19270], [-3.62158, -1.56735, 3.66286], [-1.81440, -3.22777, 4.18090], [-1.45317, -1.65836, 4.91916], [-0.67944, -2.11642, 3.40573], [0.35006, -2.69201, -9.18535], [0.18329, -2.61131, -7.68575], [1.13120, -2.43024, -6.94002], [-1.07458, -2.75140, -7.18881], [-2.30969, -2.97615, -7.91580], [1.40108, -2.56333, -9.42177], [0.02236, -3.66320, -9.55770], [-0.21968, -1.90430, -9.67927], [-1.11783, -2.68953, -6.18159], [-3.01323, -2.16581, -7.71449], [-2.76549, -3.91260, -7.59063], [-2.12931, -3.02516, -8.98369], [-8.54093, 4.57909, 1.43262], [-8.05034, 5.10612, 0.10419], [-7.79420, 6.28540, -0.06879], [-7.90174, 4.20815, -0.90548], [-8.15061, 2.78112, -0.88449], [-8.60659, 5.40922, 2.12808], [-9.52891, 4.12942, 1.32761], [-7.84725, 3.83884, 1.83277], [-7.57194, 4.62220, -1.76220], [-7.23148, 2.24714, -1.13315], [-8.90544, 2.54578, -1.63787], [-8.50063, 2.44619, 0.08513], [3.84252, -2.07946, 4.01452], [2.50154, -2.23935, 3.35582], [1.44644, -2.12613, 3.97548], [2.48548, -2.51116, 2.02662], [3.61571, -2.67006, 1.12812], [3.68588, -1.85981, 5.06588], [4.42170, -3.00170, 3.93120], [4.39501, -1.24752, 3.56133], [1.55904, -2.60676, 1.64331], [3.56002, -1.93314, 0.32608], [3.59482, -3.66514, 0.68071], [4.55081, -2.54012, 1.66090], [4.21754, 2.79811, 2.81298], [4.65868, 1.86332, 3.91156], [4.90554, 0.68133, 3.69932], [4.76738, 2.36808, 5.16069], [4.51300, 3.72614, 5.62545], [4.17692, 2.24281, 1.88146], [3.22695, 3.20042, 3.02602], [4.92502, 3.61984, 2.70141], [5.06495, 1.68591, 5.84028], [5.42232, 4.12560, 6.07573], [3.73231, 3.69106, 6.38349], [4.20384, 4.37377, 4.81264], [1.71396, 2.54745, 10.30363], [2.34021, 2.58846, 8.93088], [2.88168, 3.59511, 8.49760], [2.28060, 1.45714, 8.18054], [1.68406, 0.17756, 8.52298], [1.84308, 3.51850, 10.76987], [0.64783, 2.33035, 10.23347], [2.19697, 1.79240, 10.92445], [2.71114, 1.54922, 7.27380], [2.44205, -0.60602, 8.48784], [0.90086, -0.06954, 7.80535], [1.25394, 0.20496, 9.51766]],
  "lowdin_charge": [0.018, -0.502, 0.107, -0.030, -0.150, -0.006, -0.532, 0.284, -0.317, 0.264, -0.549, -0.024, -0.155, -0.001, -0.342, 0.063, 0.275, 0.089, 0.057, 0.087, 0.130, 0.129, 0.121, 0.110, 0.122, 0.109, 0.112, 0.125, 0.126, 0.140, 0.004, -0.526, 0.005, 0.009, -0.075, 0.077, 0.088, 0.088, 0.136, 0.083, 0.083, 0.071, 0.009, -0.527, 0.026, 0.016, -0.074, 0.067, 0.093, 0.085, 0.138, 0.087, 0.085, 0.026, -0.013, -0.552, 0.031, 0.012, -0.075, 0.080, 0.083, 0.083, 0.122, 0.077, 0.086, 0.070, -0.013, -0.558, 0.029, 0.009, -0.069, 0.080, 0.082, 0.083, 0.138, 0.071, 0.083, 0.074, -0.014, -0.529, 0.005, 0.021, -0.063, 0.079, 0.087, 0.049, 0.125, 0.070, 0.083, 0.076, -0.003, -0.533, 0.006, 0.013, -0.060, 0.082, 0.086, 0.086, 0.137, 0.088, 0.050, 0.076, -0.010, -0.542, 0.023, 0.013, -0.068, 0.082, 0.085, 0.085, 0.124, 0.084, 0.084, 0.071],
  "gap_ev": 9.789,
  "multiplicity": 1,
  "homo_energy_ha": -0.3408,
  "charge": 0
}

---

DFT total energy
In order: -4382.774393 -5251.532811 -966.522162 -2615.680685
Unit: a.u.